1.
The molecule C4H10N2O2, computed with ωB97M-V/def2-TZVPD.

Atoms and positions in Å:
O (1.5215, 2.0065, 0.9149)
H (-0.6249, 3.2941, 1.1381)
N (1.2481, -0.6596, 1.0919)
H (1.5297, -0.3608, 2.0146)
C (0.4071, 1.5703, 0.7569)
H (-1.7524, -1.2567, -0.8913)
H (1.2339, -1.6161, 0.8001)
O (-0.2107, -2.4960, -0.7457)
C (0.0357, -0.0346, -1.0062)
H (0.9520, -0.2111, -1.5527)
H (-0.8689, -1.5205, -2.4071)
C (0.1002, 0.0713, 0.6171)
H (-0.3792, 0.9016, -1.4023)
C (-0.7414, -1.2864, -1.3173)
H (-0.9053, -0.1806, 0.9259)
H (0.7502, -2.4611, -0.8464)
H (-1.5675, 1.8898, 1.1108)
N (-0.7281, 2.3500, 0.7987)

The value obtained for the max |F| is 4.11 eV Å⁻¹. Its highest occupied orbital energy is -9.25 eV. The calculation puts the HOMO-LUMO gap at 10.0423 eV. The LUMO energy comes out at 0.797 eV. The value obtained for the energy above the lowest of the compared OMol25 structures with the same formula, charge and spin is 1.993 eV. The SMILES is NC(=O)[C@H](N)CCO. The calculated total energy is -11384.9101 eV.

Listed below, in e, are the Löwdin charges computed for each atom:
1. O 0.0764
2. H 0.1054
3. N 0.0644
4. H 0.0887
5. C -0.5357
6. H 0.1136
7. H 0.0551
8. O -0.0854
9. C -0.1146
10. H 0.1161
11. H 0.1246
12. C -0.2875
13. H 0.1166
14. C -0.2805
15. H 0.1256
16. H 0.0755
17. H 0.0927
18. N 0.1489

***

2.
The molecule C4H10N2O2, computed with ωB97M-V/def2-TZVPD.

Atoms and positions in Å:
H (-2.2550, -1.6039, -1.2420)
H (1.2060, 2.9941, -0.3809)
C (-2.5906, -1.1021, -0.2607)
H (1.0289, 1.2921, -0.8780)
H (0.2211, 1.7824, 1.5386)
O (1.3357, -0.1808, -0.2776)
N (-0.0275, -0.7827, -0.1511)
O (-2.0568, 0.2065, 0.0250)
C (-0.3098, 1.7095, 0.5212)
H (2.2752, -1.8464, 1.1421)
H (-3.6178, -1.2470, -0.1950)
C (-0.7000, 0.3029, 0.1272)
C (2.4099, -1.2589, 0.0744)
N (0.4892, 2.1661, -0.7112)
H (2.6346, -2.1871, -0.6879)
H (-1.2458, 2.2155, 0.5558)
H (3.4174, -0.6695, 0.3461)
H (-2.2148, -1.7907, 0.4538)

The value obtained for the max |F| is 5.93 eV Å⁻¹. Its highest occupied orbital energy is -9.22 eV. The calculation puts the HOMO-LUMO gap at 10.1002 eV. The LUMO energy comes out at 0.885 eV. The value obtained for the energy above the lowest of the compared OMol25 structures with the same formula, charge and spin is 6.643 eV. The SMILES is CO/N=C(\CN)OC. The calculated total energy is -11380.2601 eV.

Listed below, in e, are the Löwdin charges computed for each atom:
1. H 0.1212
2. H 0.1304
3. C -0.0728
4. H 0.0139
5. H 0.1407
6. O -0.3117
7. N 0.1395
8. O -0.0620
9. C -0.1577
10. H 0.1003
11. H 0.0603
12. C -0.3600
13. C -0.0755
14. N -0.0229
15. H 0.1069
16. H 0.0892
17. H 0.0943
18. H 0.0659

***

3.
The molecule C4H10N2O2, computed with ωB97M-V/def2-TZVPD.

Atoms and positions in Å:
H (2.2169, -0.7613, -1.1688)
H (1.5864, -2.3824, -0.8585)
H (1.0402, 1.2545, -0.3313)
H (-2.4778, 2.0510, -1.1455)
H (-1.4637, -1.3136, 0.7466)
C (0.2276, -0.7749, -0.2941)
C (-1.0293, 1.4281, 0.1448)
H (-0.0825, -1.6075, 1.5280)
C (1.6322, -1.3613, -0.4630)
O (0.7617, 0.6528, 1.6043)
H (-1.2264, 1.1375, -1.9287)
H (2.1793, -1.3927, 0.4859)
N (-0.5207, -1.6759, 0.6028)
N (-1.6017, 1.5466, -1.0845)
H (-0.2618, -0.7909, -1.2736)
C (0.3080, 0.6749, 0.2434)
H (0.2556, 1.3533, 2.0653)
O (-1.5439, 1.9618, 1.1269)

The value obtained for the max |F| is 1.04 eV Å⁻¹. Its highest occupied orbital energy is -9.64 eV. The calculation puts the HOMO-LUMO gap at 10.3357 eV. The LUMO energy comes out at 0.691 eV. The value obtained for the energy above the lowest of the compared OMol25 structures with the same formula, charge and spin is 0.912 eV. The SMILES is C[C@@H](N)[C@H](O)C(N)=O. The calculated total energy is -11385.9908 eV.

Listed below, in e, are the Löwdin charges computed for each atom:
1. H 0.0770
2. H 0.0793
3. H 0.1508
4. H 0.1174
5. H 0.0743
6. C -0.4034
7. C -0.4752
8. H 0.0797
9. C -0.0663
10. O -0.0322
11. H 0.1040
12. H 0.0830
13. N 0.0467
14. N 0.1697
15. H 0.1262
16. C -0.2737
17. H 0.0961
18. O 0.0466

***

4.
The molecule C4H10N2O2, computed with ωB97M-V/def2-TZVPD.

Atoms and positions in Å:
C (1.3356, -0.4119, 0.7982)
C (0.4717, 0.2554, -1.4997)
O (0.6684, 1.6180, -1.2864)
H (1.5809, 0.6317, 0.9889)
N (-1.9319, -0.6923, 1.2612)
H (1.0956, -0.8919, 1.7461)
N (-1.4901, 1.2792, 0.3278)
C (-1.0633, 0.0984, 0.4597)
O (1.6179, -0.2672, -2.1068)
H (-0.0986, 1.9235, -0.7567)
H (-1.8230, -1.6955, 1.2250)
H (2.3382, 0.3371, -1.8842)
H (-2.4081, 1.0890, 0.9877)
H (-0.3657, 0.0821, -2.1976)
H (-2.2561, -0.4112, 2.1790)
C (0.1572, -0.4994, -0.1777)
H (-0.0364, -1.5457, -0.4320)
H (2.2077, -0.8992, 0.3675)

The value obtained for the max |F| is 4.04 eV Å⁻¹. Its highest occupied orbital energy is -9.83 eV. The calculation puts the HOMO-LUMO gap at 10.5445 eV. The LUMO energy comes out at 0.716 eV. The value obtained for the energy above the lowest of the compared OMol25 structures with the same formula, charge and spin is 2.236 eV. The SMILES is [H]/N=C(\N)[C@H](C)C(O)O. The calculated total energy is -11384.6670 eV.

Listed below, in e, are the Löwdin charges computed for each atom:
1. C -0.0419
2. C -0.4664
3. O -0.0071
4. H 0.0882
5. N 0.0714
6. H 0.0784
7. N 0.1191
8. C -0.4645
9. O 0.0074
10. H 0.0597
11. H 0.0827
12. H 0.1051
13. H 0.1381
14. H 0.1552
15. H 0.0925
16. C -0.2447
17. H 0.1472
18. H 0.0796

***

5.
A cluster of 2 separate species, C4H10N2O2 in total, computed with ωB97M-V/def2-TZVPD.

Atoms and positions in Å:
H (3.6219, -0.3354, -1.4082)
H (1.8751, -0.3748, -1.0129)
C (-3.1644, 1.8985, 2.0171)
H (1.9761, -1.0671, -4.9273)
C (2.6676, -0.8476, -1.6170)
N (-2.9569, 0.8080, 2.7472)
O (-2.2770, 2.7215, 1.6283)
H (-1.0665, 1.3857, 3.4305)
H (2.7607, -1.9033, -1.3110)
H (-1.6682, -0.1316, 4.1689)
H (-3.6546, 0.0637, 2.8237)
N (2.3157, -0.6230, -3.0275)
C (2.1372, -1.5771, -3.9466)
C (-1.6222, 0.4532, 3.2348)
H (-1.0715, -0.1327, 2.4798)
O (2.3142, -2.7657, -3.8013)
H (-4.2388, 2.0895, 1.7788)
H (2.0516, 0.3382, -3.2575)

The value obtained for the max |F| is 3.81 eV Å⁻¹. Its highest occupied orbital energy is -9.84 eV. The calculation puts the HOMO-LUMO gap at 10.4165 eV. The LUMO energy comes out at 0.580 eV. The value obtained for the energy above the lowest of the compared OMol25 structures with the same formula, charge and spin is 1.751 eV. The SMILES is CNC=O.CNC=O. The calculated total energy is -11385.1517 eV.

Listed below, in e, are the Löwdin charges computed for each atom:
1. H 0.0811
2. H 0.0798
3. C -0.3590
4. H 0.1301
5. C -0.0713
6. N -0.0423
7. O -0.0494
8. H 0.0879
9. H 0.0881
10. H 0.0836
11. H 0.1404
12. N -0.0407
13. C -0.4154
14. C -0.0779
15. H 0.0860
16. O 0.0132
17. H 0.1307
18. H 0.1351

***

6.
The molecule C4H10N2O2, computed with ωB97M-V/def2-TZVPD.

Atoms and positions in Å:
N (-1.5203, -0.8769, -0.4245)
H (-1.5840, 0.3561, 2.0050)
O (1.9474, -0.8153, 0.2883)
H (-0.7510, 1.3844, -1.4798)
H (-1.7774, -1.5076, 0.3339)
H (-1.9614, 1.5367, 0.7334)
C (1.2718, 1.2596, -1.4412)
H (1.3011, 2.0974, -2.1331)
N (0.5997, -0.8196, 0.7684)
C (0.0635, 0.8340, -0.9910)
O (0.1997, -2.2166, 0.7985)
H (2.1752, 0.6706, -1.3778)
H (0.7951, -2.5798, 0.1160)
C (-1.1601, 0.9269, 1.1696)
H (-1.0657, -1.4782, -1.1050)
H (-0.4158, 1.6362, 1.5626)
C (-0.5255, 0.0139, 0.1231)
H (2.4076, -0.4221, 1.0537)

The value obtained for the max |F| is 2.63 eV Å⁻¹. Its highest occupied orbital energy is -8.75 eV. The calculation puts the HOMO-LUMO gap at 9.5222 eV. The LUMO energy comes out at 0.773 eV. The value obtained for the energy above the lowest of the compared OMol25 structures with the same formula, charge and spin is 6.228 eV. The SMILES is C=C[C@@](C)(N)N(O)O. The calculated total energy is -11380.6750 eV.

Listed below, in e, are the Löwdin charges computed for each atom:
1. N 0.0762
2. H 0.0862
3. O -0.0418
4. H 0.1046
5. H 0.0817
6. H 0.0870
7. C 0.0246
8. H 0.0515
9. N -0.1459
10. C -0.1107
11. O -0.0571
12. H 0.0393
13. H 0.0978
14. C -0.0272
15. H 0.0853
16. H 0.0888
17. C -0.5614
18. H 0.1209